{"formula": "C42H105O28P7", "method": "ωB97M-V with the def2-TZVPD basis set", "species": ["C", "C", "O", "P", "O", "O", "C", "C", "O", "C", "C", "H", "H", "H", "H", "H", "H", "H", "H", "H", "H", "H", "H", "H", "H", "H", "C", "C", "O", "P", "O", "O", "C", "C", "O", "C", "C", "H", "H", "H", "H", "H", "H", "H", "H", "H", "H", "H", "H", "H", "H", "H", "C", "C", "O", "P", "O", "O", "C", "C", "O", "C", "C", "H", "H", "H", "H", "H", "H", "H", "H", "H", "H", "H", "H", "H", "H", "H", "C", "C", "O", "P", "O", "O", "C", "C", "O", "C", "C", "H", "H", "H", "H", "H", "H", "H", "H", "H", "H", "H", "H", "H", "H", "H", "C", "C", "O", "P", "O", "O", "C", "C", "O", "C", "C", "H", "H", "H", "H", "H", "H", "H", "H", "H", "H", "H", "H", "H", "H", "H", "C", "C", "O", "P", "O", "O", "C", "C", "O", "C", "C", "H", "H", "H", "H", "H", "H", "H", "H", "H", "H", "H", "H", "H", "H", "H", "C", "C", "O", "P", "O", "O", "C", "C", "O", "C", "C", "H", "H", "H", "H", "H", "H", "H", "H", "H", "H", "H", "H", "H", "H", "H"], "xyz": [[2.8251, 6.3896, 0.6660], [2.0281, 6.2390, -0.6227], [0.6261, 6.1840, -0.4451], [-0.4018, 7.3206, -0.8236], [-0.4088, 7.8164, -2.2063], [-0.1563, 8.4015, 0.3396], [0.6499, 9.5679, 0.2229], [-0.1026, 10.8261, 0.4334], [-1.7733, 6.7272, -0.3250], [-2.9619, 7.4150, -0.6873], [-3.9758, 7.3269, 0.3907], [2.5578, 7.2811, 1.2378], [2.7264, 5.5482, 1.3494], [3.8583, 6.5370, 0.3471], [2.3478, 7.0202, -1.3180], [2.3401, 5.3101, -1.1035], [1.5481, 9.4887, 0.8434], [1.1303, 9.5909, -0.7662], [-0.9635, 11.0703, -0.1854], [-0.3218, 10.9932, 1.4909], [0.6017, 11.6309, 0.1841], [-2.8469, 8.4503, -1.0270], [-3.2682, 6.8697, -1.5932], [-4.0735, 6.2819, 0.7091], [-3.6795, 7.9022, 1.2730], [-5.0281, 7.5675, 0.2334], [-1.1127, -2.4739, -0.6962], [-1.6889, -1.2067, -1.2858], [-0.7224, -0.2653, -1.7958], [-1.1719, 0.8275, -2.8225], [-2.6257, 0.7928, -3.0477], [-0.5312, 2.1804, -2.2873], [-0.6806, 3.3892, -3.0705], [-1.9791, 4.0593, -2.5545], [-0.3146, 0.5270, -4.1683], [-0.8235, -0.1219, -5.3075], [-0.0644, 0.2370, -6.5828], [-0.6409, -3.2041, -1.3553], [-0.3834, -2.3099, 0.1015], [-1.9255, -3.0404, -0.2352], [-2.5156, -1.5362, -1.9187], [-2.2390, -0.6072, -0.5579], [0.1638, 4.0281, -2.8296], [-0.7842, 3.1736, -4.1330], [-1.9597, 5.0754, -2.9655], [-2.9136, 3.5857, -2.8430], [-1.9442, 4.1329, -1.4681], [-0.8553, -1.1968, -5.1029], [-1.8696, 0.1495, -5.4842], [-0.6269, 0.8823, -7.2625], [0.9684, 0.5540, -6.4642], [-0.0378, -0.6161, -7.2734], [-4.8962, -0.4417, 5.8608], [-5.8197, 0.3125, 4.9250], [-5.3578, 1.6909, 4.8708], [-5.9979, 2.7628, 5.8493], [-5.7244, 2.5604, 7.2850], [-5.4417, 4.1892, 5.3418], [-4.9017, 4.3540, 4.0149], [-4.9427, 5.8910, 3.8691], [-7.5772, 2.7275, 5.5591], [-8.3418, 3.7701, 6.1783], [-9.7235, 3.2880, 6.4586], [-3.8300, -0.3748, 5.6390], [-4.9464, -0.2641, 6.9344], [-5.1351, -1.5061, 5.7442], [-5.7654, -0.1058, 3.9234], [-6.8534, 0.3202, 5.2675], [-3.8424, 4.0975, 4.0397], [-5.2878, 3.8374, 3.1355], [-4.6139, 6.0807, 2.8467], [-5.9849, 6.1802, 3.9945], [-4.2779, 6.3206, 4.6114], [-7.9477, 4.2821, 7.0591], [-8.4171, 4.5755, 5.4385], [-10.4204, 4.0107, 6.8831], [-10.1433, 2.7630, 5.5998], [-9.7197, 2.5614, 7.2824], [-4.0306, 2.8390, 10.4779], [-5.2392, 3.7791, 10.5855], [-5.8744, 3.3418, 11.8289], [-5.5112, 4.1128, 13.1954], [-5.3484, 5.5630, 12.9563], [-6.7456, 3.6719, 14.0867], [-7.8961, 4.4852, 14.3236], [-9.1059, 3.6060, 14.5731], [-4.2923, 3.3507, 13.8214], [-3.4415, 3.9257, 14.8115], [-2.0114, 4.1814, 14.2998], [-4.3413, 1.8554, 10.8225], [-3.6872, 2.6927, 9.4525], [-3.2967, 3.2848, 11.1502], [-4.9832, 4.8296, 10.4615], [-6.0760, 3.5616, 9.9205], [-7.8083, 5.1308, 15.1977], [-8.0690, 5.0886, 13.4327], [-9.4195, 3.1184, 13.6466], [-8.8632, 2.7949, 15.2584], [-9.9346, 4.2417, 14.8811], [-3.8467, 4.8827, 15.1427], [-3.3528, 3.2816, 15.6839], [-1.6973, 3.2550, 13.8162], [-1.9883, 5.0091, 13.5958], [-1.3789, 4.3530, 15.1683], [-2.2608, 7.1573, 8.1520], [-3.6413, 6.5105, 8.4236], [-4.3437, 7.4339, 9.2390], [-5.6578, 8.2082, 8.7752], [-6.7753, 7.3026, 8.4778], [-5.0791, 9.1466, 7.6246], [-5.6444, 10.4355, 7.3918], [-6.9395, 10.3748, 6.5689], [-5.9240, 9.1791, 10.0066], [-6.3049, 8.6979, 11.3129], [-7.1306, 9.7650, 11.9861], [-1.8635, 7.7181, 8.9972], [-1.5181, 6.4192, 7.8520], [-2.4553, 7.9333, 7.4073], [-4.1575, 6.1117, 7.5486], [-3.4957, 5.6396, 9.0708], [-5.6326, 10.9868, 8.3344], [-4.9564, 11.0417, 6.7968], [-7.6828, 9.6760, 6.9545], [-7.4144, 11.3458, 6.4455], [-6.6284, 9.9739, 5.6030], [-6.7708, 7.7129, 11.1918], [-5.3661, 8.3536, 11.7609], [-6.5364, 10.6786, 12.0694], [-8.0410, 9.8841, 11.4050], [-7.3256, 9.5970, 13.0463], [-0.7234, 7.5135, 4.3773], [-0.7431, 6.7583, 3.0718], [-1.4784, 5.5502, 3.2246], [-0.7476, 4.1397, 3.3964], [0.5574, 4.1138, 2.7354], [-0.9091, 3.8400, 4.9725], [-0.6123, 2.5767, 5.5654], [-1.7085, 2.2608, 6.5806], [-1.9395, 3.2180, 2.7488], [-1.7066, 1.9150, 2.2503], [-0.8955, 1.8186, 0.9226], [-0.3752, 6.8596, 5.1762], [-0.0581, 8.3827, 4.3558], [-1.6755, 7.9943, 4.6078], [-1.2137, 7.3475, 2.2753], [0.2263, 6.7273, 2.5639], [-0.6404, 1.7694, 4.8322], [0.3598, 2.6391, 6.0571], [-1.8970, 3.0666, 7.2890], [-2.6102, 2.1643, 5.9711], [-1.4463, 1.3510, 7.1187], [-1.3135, 1.2758, 3.0435], [-2.6595, 1.4716, 1.9592], [-1.6156, 2.1556, 0.1821], [-0.0328, 2.4891, 0.9292], [-0.4149, 0.8584, 0.7422], [-2.0047, -2.5544, 4.7211], [-0.7353, -3.3946, 4.6576], [0.4048, -3.0421, 5.4646], [1.6858, -2.4852, 4.6653], [2.8180, -2.0437, 5.4960], [2.0815, -3.6564, 3.6845], [2.5387, -4.9754, 4.0428], [3.8450, -4.9425, 4.8263], [1.1030, -1.3406, 3.7117], [1.8405, -0.8033, 2.6197], [1.5144, 0.6440, 2.4650], [-1.9056, -1.5252, 4.3771], [-2.7100, -3.0204, 4.0350], [-2.2914, -2.5812, 5.7724], [-0.9133, -4.4221, 4.9885], [-0.4767, -3.5486, 3.6047], [1.7810, -5.6010, 4.5185], [2.7125, -5.4330, 3.0690], [4.6433, -4.7026, 4.1302], [3.8170, -4.2622, 5.6739], [3.9375, -5.9235, 5.2998], [2.9133, -0.8747, 2.8378], [1.7220, -1.3741, 1.6933], [2.0549, 1.0323, 1.6016], [0.4465, 0.8610, 2.4035], [1.8424, 1.1748, 3.3619]], "forces_ev_per_a": [[-0.3, 0.4, 0.0], [1.1, -0.1, -0.1], [-1.0, -0.4, -0.1], [0.3, 0.6, 0.5], [0.4, 0.0, 0.4], [-0.1, 0.1, -0.1], [1.0, -0.5, -1.7], [0.5, 1.6, 0.7], [0.9, -0.2, 0.7], [-1.2, -0.1, -2.2], [-0.5, -1.0, 1.8], [-0.2, 0.1, -0.2], [0.0, -0.2, -0.2], [0.1, -0.2, 0.2], [-0.5, 0.2, 0.0], [-0.3, -0.1, 0.0], [-0.5, -0.1, 0.7], [-0.5, -0.1, -0.2], [-0.2, -0.8, -0.1], [-0.4, -0.2, -0.1], [0.0, 0.0, 0.1], [0.7, -0.1, 0.3], [-0.4, 0.3, 0.2], [0.4, 0.0, 0.1], [0.1, -0.1, 0.0], [0.3, 0.5, -0.9], [0.6, -0.2, 0.8], [-1.1, 0.0, 0.9], [0.7, -0.9, 0.0], [-0.4, 0.2, -1.6], [0.2, 0.4, -0.1], [0.5, -1.4, -0.4], [-2.0, 0.1, 1.0], [0.9, 0.7, -0.4], [0.2, 1.1, 1.3], [-1.0, -0.5, -0.7], [-0.2, -0.8, -1.0], [-0.1, 0.5, -0.6], [0.0, 0.3, 0.0], [-0.2, 0.2, 0.0], [0.6, 0.6, -1.1], [0.1, -0.4, 0.6], [0.2, -0.2, -0.2], [0.4, -0.1, 0.0], [-0.2, 0.0, 0.1], [0.2, -0.3, -0.2], [0.1, 0.0, 0.0], [0.4, 0.0, -0.2], [0.0, 0.1, 0.4], [0.2, 0.8, 0.7], [-0.1, 0.2, 0.3], [0.3, -0.4, 0.6], [0.1, -1.5, 0.2], [0.8, 0.5, 1.1], [-0.6, 0.5, -0.5], [0.3, 0.6, 1.4], [0.1, 0.1, -0.6], [-0.8, -2.4, -0.3], [1.6, 2.2, 0.3], [-0.3, -1.5, -0.9], [1.0, 0.0, 0.0], [-0.9, 1.8, -0.7], [-0.6, -1.5, 1.0], [-0.1, 0.4, -0.5], [-0.6, 0.6, -0.1], [0.0, 0.0, 0.0], [0.0, 0.2, -0.1], [0.0, -0.2, 0.0], [-0.1, -0.4, 0.2], [-1.0, -0.3, 0.6], [0.1, 0.5, 0.2], [0.1, 0.4, 0.1], [-0.1, 0.3, 0.0], [0.7, -0.7, 0.1], [0.1, -0.1, -0.1], [0.2, 0.6, -0.6], [-0.2, 0.3, -0.1], [0.3, -0.2, -0.2], [-0.7, 0.6, -0.5], [-0.6, -1.9, -0.5], [0.5, 1.4, 1.7], [-1.3, 0.7, -1.9], [0.2, -0.4, 0.7], [0.5, -0.1, 0.8], [-0.7, 0.0, -0.4], [0.2, -0.4, -0.9], [0.3, -0.6, 0.0], [0.9, 1.2, 0.4], [-1.1, -0.8, -0.1], [0.1, 0.0, 0.2], [0.2, 0.4, 0.0], [0.5, -0.5, -0.2], [-0.2, 0.1, 0.8], [0.6, 0.0, -0.6], [0.7, 0.1, -0.1], [0.0, 0.3, 0.1], [0.1, 0.0, 0.0], [-0.2, 0.3, 0.4], [0.0, -0.2, 0.4], [-0.2, 0.0, 0.0], [-0.5, -0.4, -0.2], [0.3, 0.1, -0.1], [0.1, 0.0, 0.0], [0.1, 0.2, -0.1], [-1.0, 0.1, -0.6], [1.9, -0.6, 1.2], [-1.1, 0.7, -0.1], [0.2, -0.9, 1.1], [0.1, 0.4, -0.5], [-0.3, 0.0, 0.2], [-0.2, 1.2, -0.3], [0.4, -0.6, 0.3], [0.2, 0.4, -1.0], [0.8, -1.6, -0.2], [0.8, 0.0, 0.4], [-0.3, -0.4, 0.4], [-0.1, 0.1, -0.4], [0.5, -0.2, -0.4], [-0.2, 0.6, -0.1], [0.0, 0.0, -0.1], [-0.8, -0.2, 0.1], [0.4, -0.6, -0.1], [0.1, 0.0, 0.3], [0.2, 0.1, 0.0], [-0.2, 0.2, -0.2], [-0.8, 0.4, 0.0], [-0.1, 0.8, 0.6], [-0.2, 0.2, -0.7], [-0.1, 0.4, 0.2], [-0.3, -0.7, -0.2], [0.4, 0.7, 0.1], [-0.1, 1.7, -1.0], [0.4, -1.0, 0.2], [-1.9, 0.3, -0.5], [0.2, -0.7, 0.6], [0.4, 0.8, -1.3], [-0.2, -0.4, 1.0], [0.0, 0.4, -0.8], [1.0, 0.8, 0.2], [0.5, -1.4, -0.9], [-0.1, 1.3, 0.9], [-0.2, 0.1, 0.2], [0.3, -0.3, -0.3], [-0.3, -0.6, 0.2], [-0.8, -0.2, 0.5], [0.3, -1.2, 0.7], [0.4, 0.1, -0.1], [0.1, 0.0, -0.3], [0.3, 0.1, 0.0], [-0.2, -0.4, 0.4], [-0.2, -0.1, 0.0], [0.1, 0.0, 0.0], [-0.4, 0.3, 0.5], [0.4, -0.3, -0.6], [-0.3, 0.3, 0.0], [-0.9, -0.3, -0.2], [1.0, -0.1, 0.7], [-0.1, -1.4, -0.9], [0.3, 1.4, -0.8], [0.8, 0.5, 0.7], [-0.9, -0.2, 0.0], [-0.6, -0.1, -0.6], [0.6, 0.1, -0.3], [-0.8, -0.5, 0.2], [-0.7, -1.2, 0.4], [1.3, -0.1, -0.2], [-0.1, 0.5, 0.6], [0.4, 0.0, 0.1], [-0.3, -0.2, 0.4], [-0.7, 0.2, -0.2], [-0.6, 0.2, 0.1], [0.5, 0.4, 0.1], [-0.3, 0.6, 0.3], [0.0, -0.1, 0.0], [0.3, -0.1, 0.3], [0.0, 0.4, -0.3], [0.5, -0.1, -0.4], [-0.1, -0.1, 0.1], [-0.6, -0.2, 0.2], [-0.2, 0.2, 0.0], [0.6, -0.4, -0.2], [0.2, 0.1, -0.1]], "largest_force_ev_per_a": 2.8, "relative_energy_ev": 3.4646, "e_homo_ev": -9.88, "homo_lumo_gap_ev": 10.307}